A.
A 2-piece molecular cluster, C5H5NO2S overall, computed with the ωB97M-V functional and the def2-TZVPD basis.

```
14
Properties=species:S:1:pos:R:3:mulliken_charge:R:1
C 0.220 0.787 -0.843 -0.65
C -0.876 1.594 -0.859 -0.11
C 0.353 -0.122 0.251 0.53
C -2.754 -0.971 0.075 0.14
C 1.511 -0.791 0.503 -0.37
N -0.801 -0.086 1.063 -0.43
O -2.329 -1.308 -0.938 -0.19
O 2.627 -0.609 -0.408 -0.48
S -1.739 1.255 0.618 -0.10
H 1.001 0.579 -1.557 0.37
H -1.408 2.306 -1.452 0.42
H -0.725 -0.024 2.122 0.30
H 1.548 -1.659 1.297 0.26
H 3.372 -0.950 0.130 0.32
```

Output
Spin multiplicity: 1
E_LUMO (spin up / spin down): 0.6 / 0.6 eV
Frontier orbital gap (spin up / spin down): 7.81 / 7.81 eV

=====

B.
C5H5NO2S as an isolated structure, computed with the ωB97M-V functional and the def2-TZVPD basis.

```
14
Properties=species:S:1:pos:R:3:mulliken_charge:R:1
C -2.116 -0.986 0.007 0.02
C -2.012 1.058 0.149 0.06
C 0.384 -0.053 -0.339 -0.84
C 1.251 -0.053 0.921 -0.54
C -0.970 -0.041 0.371 1.23
N -2.978 0.098 -0.132 0.00
O -2.277 -2.154 -0.133 -0.55
O -2.051 2.244 0.170 -0.55
S -0.205 -0.182 2.030 -0.21
H 0.530 0.821 -0.973 0.28
H 0.507 -0.955 -0.939 0.27
H 1.917 -0.905 1.029 0.33
H 1.790 0.874 1.098 0.32
H -3.960 0.164 -0.364 0.19
```

Output
Spin multiplicity: 1
E_LUMO: 0.5 eV
Frontier orbital gap: 9.63 eV

=====

Which structure wins on stability? B wins.

=====

A.
C2H3N3O3 as an isolated structure, computed with the ωB97M-V functional and the def2-TZVPD basis.

```
11
Properties=species:S:1:pos:R:3:mulliken_charge:R:1
C -0.832 0.066 0.088 0.54
C 1.058 0.924 0.020 0.49
H -2.597 0.694 0.993 0.30
H -2.601 -0.842 -0.542 0.35
H 2.569 -1.291 -0.412 0.41
N -2.210 0.275 -0.019 -0.60
N -0.229 -1.006 -0.149 -0.56
N 1.146 -0.414 -0.261 0.36
O 1.915 -1.244 0.313 -0.40
O 2.020 1.705 -0.043 -0.60
O -0.240 1.134 0.012 -0.27
```

Output
Spin multiplicity: 1
E_LUMO: 0.3 eV
Frontier orbital gap: 9.76 eV

=====

B.
One molecule with the formula C2H3N3O3, computed with the ωB97M-V functional and the def2-TZVPD basis.

```
11
Properties=species:S:1:pos:R:3:mulliken_charge:R:1
C 0.344 0.420 0.014 0.67
C -1.683 -0.411 -0.102 0.54
H 2.035 -1.332 0.642 0.21
H 3.132 -0.712 -0.329 0.23
H -2.488 1.606 0.140 0.30
N 2.162 -0.749 -0.184 -0.44
N 1.608 0.503 0.069 -0.36
N -1.684 1.018 -0.243 -0.10
O -0.454 1.566 0.039 -0.26
O -2.576 -1.178 0.061 -0.51
O -0.398 -0.732 -0.107 -0.27
```

Output
SMILES: N/N=c1/o[nH]c(=O)o1
Spin multiplicity: 1
E_LUMO: 0.6 eV
Frontier orbital gap: 9.61 eV

=====

Which structure wins on stability? B wins.

=====

A.
One molecule with the formula C2H3N3O3, computed with the ωB97M-V functional and the def2-TZVPD basis.

```
11
Properties=species:S:1:pos:R:3:mulliken_charge:R:1
C -1.449 -0.058 0.045 0.48
C 1.426 -0.007 0.006 0.66
H -3.278 0.530 -0.944 0.31
H -0.903 1.861 0.867 0.35
H -0.819 -1.988 0.434 0.31
N -2.640 -0.108 -0.253 -0.59
N -0.686 1.151 -0.131 -0.32
N -0.543 -1.011 0.531 -0.28
O 0.791 1.065 0.282 -0.23
O 2.563 0.012 -0.266 -0.49
O 0.674 -1.106 -0.228 -0.21
```

Output
SMILES: N=C1NOC(=O)ON1
Spin multiplicity: 1
E_LUMO: 0.1 eV
Frontier orbital gap: 10.24 eV

=====

B.
A 2-piece molecular cluster, C2H3N3O3 overall, computed with the ωB97M-V functional and the def2-TZVPD basis.

```
11
Properties=species:S:1:pos:R:3:mulliken_charge:R:1
C -1.076 -1.760 0.144 0.32
C -0.298 -0.625 0.293 0.42
N -1.670 -2.732 0.071 -0.34
N 0.574 -0.152 -0.614 -0.40
N -2.226 0.433 -0.053 0.66
O -2.589 0.691 -1.142 -0.54
O -2.664 0.841 0.974 -0.58
O -0.103 -0.025 1.537 -0.47
H 0.979 -0.796 -1.240 0.24
H 1.048 0.853 -0.524 0.29
H -0.980 0.110 1.914 0.42
```

Output
Spin multiplicity: 1
E_LUMO (spin up / spin down): -0.9 / -0.9 eV
Frontier orbital gap (spin up / spin down): 7.87 / 7.88 eV

=====

Which structure wins on stability? B wins.

=====

A.
A 2-piece molecular cluster, C4H9N2 overall, computed with the ωB97M-V functional and the def2-TZVPD basis.

```
15
Properties=species:S:1:pos:R:3:mulliken_charge:R:1
C -0.470 0.759 0.674 0.28
C -2.734 0.111 -0.104 -1.02
C 3.693 -0.589 -0.658 -0.24
C -1.335 -0.316 0.202 -0.42
N 0.578 1.069 -0.208 -0.16
N 1.063 0.442 0.664 -0.11
H -0.789 1.389 1.531 0.38
H -3.010 0.715 0.833 0.29
H -3.329 -0.806 0.004 0.32
H -2.860 0.614 -1.129 0.30
H 2.670 -0.860 -0.827 0.28
H 4.064 0.463 -0.369 0.27
H 4.573 -1.203 -0.803 0.29
H -0.882 -0.647 -0.782 0.21
H -1.232 -1.143 0.971 0.32
```

Output
Charge: +1
Spin multiplicity: 1
E_LUMO (spin up / spin down): -9.0 / -6.9 eV
Frontier orbital gap (spin up / spin down): 4.26 / 7.88 eV

=====

B.
An isolated ion of composition C4H9N2 and charge +1, computed with the ωB97M-V functional and the def2-TZVPD basis.

```
15
Properties=species:S:1:pos:R:3:mulliken_charge:R:1
C -1.764 0.222 0.116 -0.35
C 1.040 0.359 -0.101 0.11
C -0.354 0.180 -0.371 0.14
C 1.333 0.083 1.329 -1.01
N -1.514 0.952 -1.091 -0.52
N 0.558 -0.841 -0.899 -0.18
H -2.428 -0.590 0.243 0.29
H -1.853 0.902 0.947 0.27
H 1.635 1.042 -0.728 0.43
H 0.387 -0.439 1.550 0.28
H 1.403 1.016 1.911 0.34
H 2.209 -0.683 1.303 0.31
H -1.805 0.323 -1.837 0.27
H 0.814 -0.815 -1.903 0.31
H 0.339 -1.710 -0.468 0.31
```

Output
Charge: +1
SMILES: C[C@H]1[NH2+][C@@]12CN2
Spin multiplicity: 1
E_LUMO: -3.5 eV
Frontier orbital gap: 11.41 eV

=====

Which structure wins on stability? B wins.

=====

A.
An isolated ion of composition C4H9N2 and charge +1, computed with the ωB97M-V functional and the def2-TZVPD basis.

```
15
Properties=species:S:1:pos:R:3:mulliken_charge:R:1
C -1.349 0.433 0.112 -0.42
C -0.643 -0.168 -0.858 -0.47
C 0.597 0.075 1.246 0.17
C 1.249 -0.423 2.430 -1.19
N -0.689 0.331 1.306 -0.45
N -1.027 -0.370 -2.270 -0.29
H -2.173 0.986 0.129 0.55
H 0.293 -0.686 -0.627 0.48
H 1.181 0.452 0.366 0.49
H 0.541 -0.798 3.095 0.37
H 1.859 0.378 2.917 0.28
H 1.963 -1.250 2.275 0.32
H -2.077 -0.171 -2.508 0.40
H -0.863 -1.372 -2.465 0.40
H -0.427 0.170 -2.879 0.36
```

Output
Charge: +1
SMILES: C/C=N/C=C/[NH3+]
Spin multiplicity: 1
E_LUMO: -4.0 eV
Frontier orbital gap: 9.37 eV

=====

B.
An isolated ion of composition C4H9N2 and charge +1, computed with the ωB97M-V functional and the def2-TZVPD basis.

```
15
Properties=species:S:1:pos:R:3:mulliken_charge:R:1
C -1.157 -0.145 -0.087 0.65
C -0.464 -1.457 -0.122 -0.50
C -2.393 0.606 -0.150 -0.93
C 1.445 0.621 0.378 -0.38
N 0.090 -0.108 0.185 0.05
N 2.413 -0.184 -0.362 -0.55
H -0.440 -2.112 0.788 0.25
H -0.062 -2.022 -0.964 0.25
H -2.449 1.516 -0.726 0.35
H -2.457 1.064 0.978 0.30
H -3.262 -0.116 -0.226 0.30
H 1.600 0.631 1.499 0.34
H 1.360 1.597 0.025 0.32
H 3.382 -0.258 0.038 0.27
H 2.394 0.367 -1.256 0.27
```

Output
Charge: +1
SMILES: CC1=[N+](CN)C1
Spin multiplicity: 1
E_LUMO: -4.3 eV
Frontier orbital gap: 10.37 eV

=====

Which structure wins on stability? A wins.

=====

A.
An isolated ion of composition C5H9N2O and charge +1, computed with the ωB97M-V functional and the def2-TZVPD basis.

```
17
Properties=species:S:1:pos:R:3:mulliken_charge:R:1
C -1.107 1.503 0.460 0.01
C -0.157 0.454 2.327 0.04
C 0.666 -0.100 -0.280 0.47
C 0.430 -1.643 -0.402 -1.19
C 1.792 0.487 -0.028 -0.92
N -0.813 1.505 1.762 -0.12
N -0.609 0.582 -0.277 -0.18
O -0.669 -0.305 3.067 -0.38
H -1.761 2.264 0.139 0.43
H -0.620 -1.805 -0.110 0.38
H 1.098 -2.254 0.346 0.32
H 0.649 -2.088 -1.405 0.33
H 2.725 -0.094 -0.041 0.31
H 0.972 0.414 2.023 0.37
H 1.887 1.506 0.016 0.41
H -1.504 2.101 2.365 0.36
H -1.153 0.377 -1.221 0.35
```

Output
Charge: +1
SMILES: C=C(C)/[NH+]=C\NC=O
Spin multiplicity: 1
E_LUMO: -4.9 eV
Frontier orbital gap: 9.38 eV

=====

B.
An isolated ion of composition C5H9N2O and charge +1, computed with the ωB97M-V functional and the def2-TZVPD basis.

```
17
Properties=species:S:1:pos:R:3:mulliken_charge:R:1
C 0.660 1.615 0.333 -0.59
C 1.188 0.409 -0.011 0.49
C -1.079 0.256 -0.070 0.73
C 2.509 -0.225 -0.251 -1.04
C -2.361 -0.473 0.055 -1.54
N 0.068 -0.456 -0.084 0.24
N -0.700 1.539 0.207 -0.10
O 0.156 -1.800 -0.155 -0.37
H 1.333 2.436 0.453 0.41
H 2.988 -0.671 0.655 0.26
H 2.223 -0.980 -1.037 0.32
H 3.240 0.379 -0.724 0.39
H -2.575 -1.110 0.880 0.40
H -3.258 0.202 -0.059 0.32
H -2.266 -1.203 -0.798 0.43
H -1.353 2.230 0.550 0.26
H -0.773 -2.150 0.057 0.38
```

Output
Charge: +1
SMILES: Cc1c[nH+]c(C)n1O
Spin multiplicity: 1
E_LUMO: -3.3 eV
Frontier orbital gap: 10.62 eV

=====

Which structure wins on stability? B wins.

=====

A.
A 2-piece molecular cluster, C5H9N2O overall, computed with the ωB97M-V functional and the def2-TZVPD basis.

```
17
Properties=species:S:1:pos:R:3:mulliken_charge:R:1
C -1.958 0.572 -1.074 -0.61
C -2.232 0.385 0.263 -0.65
C -0.591 0.189 -1.218 0.18
C -0.215 -0.258 0.033 -0.31
C 1.969 -0.516 1.496 -0.21
N 0.082 0.187 -2.501 -0.19
N 1.538 -0.453 2.766 -0.24
O -1.170 -0.101 0.877 -0.22
H -2.579 0.919 -1.818 0.48
H -3.090 0.561 0.830 0.49
H 2.047 -1.424 0.951 0.32
H 2.729 0.292 1.246 0.28
H -0.305 -0.614 -3.063 0.41
H 1.047 -0.038 -2.141 0.39
H 0.835 -1.115 3.042 0.26
H 0.132 1.047 -3.048 0.37
H 1.760 0.367 3.359 0.26
```

Output
Charge: +1
Spin multiplicity: 1
E_LUMO: -3.5 eV
Frontier orbital gap: 8.27 eV

=====

B.
An isolated ion of composition C5H9N2O and charge +1, computed with the ωB97M-V functional and the def2-TZVPD basis.

```
17
Properties=species:S:1:pos:R:3:mulliken_charge:R:1
C -0.187 1.855 -0.461 -0.67
C 0.919 1.050 -0.155 0.09
C -1.441 1.591 -0.068 -0.02
C 0.944 -0.301 0.076 -0.19
C -1.891 -0.673 -0.100 0.03
N -1.738 0.444 0.530 -0.52
N 2.215 -1.104 0.167 -0.23
O -2.007 -1.862 0.505 -0.41
H -0.070 2.911 -0.791 0.30
H 1.924 1.567 -0.242 0.24
H -2.388 2.196 -0.347 0.35
H 0.080 -0.979 0.062 0.18
H -1.981 -0.850 -1.161 0.45
H 2.981 -0.699 0.661 0.37
H 2.598 -1.402 -0.734 0.35
H 1.950 -1.873 0.654 0.34
H -1.907 -1.872 1.403 0.34
```

Output
Charge: +1
SMILES: [NH3+]/C=C/C=C\N=C\O
Spin multiplicity: 1
E_LUMO: -3.7 eV
Frontier orbital gap: 8.83 eV

=====

Which structure wins on stability? B wins.

=====

A.
A 2-piece molecular cluster, C3H10N4 overall, computed with the ωB97M-V functional and the def2-TZVPD basis.

```
17
Properties=species:S:1:pos:R:3:mulliken_charge:R:1
N 2.310 0.261 -1.776 -0.50
C 2.412 -0.665 -0.761 0.03
N 2.892 -0.344 0.374 -0.66
H 2.491 1.214 -1.510 0.26
H 1.501 0.165 -2.359 0.24
H 1.943 -1.625 -0.955 0.36
H 3.003 -1.183 0.933 0.26
C -2.150 1.463 0.151 -0.93
N -1.214 0.365 0.233 -0.21
C -1.521 -0.787 0.901 -0.04
N -0.593 -1.543 1.330 -0.56
H -1.663 2.386 -0.155 0.34
H -2.895 1.308 -0.637 0.30
H -2.699 1.640 1.078 0.32
H -0.240 0.617 0.365 0.25
H -2.604 -0.938 0.950 0.33
H -0.974 -2.335 1.837 0.21
```

Output
SMILES: [H]/N=C/NC.[H]/N=C/N
Spin multiplicity: 1
E_LUMO: 0.9 eV
Frontier orbital gap: 9.87 eV

=====

B.
A 2-piece molecular cluster, C3H10N4 overall, computed with the ωB97M-V functional and the def2-TZVPD basis.

```
17
Properties=species:S:1:pos:R:3:mulliken_charge:R:1
C -0.348 -0.820 1.052 -0.50
N 1.059 -0.486 1.272 -0.53
N -0.683 -2.180 0.699 -0.59
C -0.050 -0.083 -1.520 0.35
N 0.478 -0.937 -2.096 -0.50
H -0.869 -0.592 1.993 0.40
H 1.578 -0.659 0.415 0.24
H -0.328 -2.406 -0.226 0.27
H 1.469 -1.058 2.006 0.24
H -0.270 -2.850 1.342 0.23
C 0.134 2.218 -0.764 -0.82
N -0.690 1.048 -1.088 -0.28
H -1.640 1.196 -1.416 0.27
H -0.872 0.111 0.354 0.32
H 0.960 2.324 -1.465 0.29
H -0.485 3.113 -0.787 0.34
H 0.558 2.059 0.231 0.28
```

Output
SMILES: CNC#N.NCN
Spin multiplicity: 1
E_LUMO: 0.7 eV
Frontier orbital gap: 9.45 eV

=====

Which structure wins on stability? A wins.